No. 1
DFT (ωB97M-V with the def2-TZVPD basis set) results for C46H40N4O5PbSeSi as an isolated structure.

```
98
C46H40N4O5PbSeSi ωB97M-V with the def2-TZVPD basis set
Pb 0.16452 -0.06845 0.61265
C -1.37345 -4.69306 0.14647
C -0.60214 -3.42326 0.36409
N -1.20847 -2.28162 0.66484
N -2.41102 -2.30437 1.15157
C -2.84392 -1.09235 1.59420
O -2.25522 -0.01015 1.47373
C -4.17006 -1.17568 2.25982
C -4.87030 -2.35679 2.52269
C -6.18621 -2.27091 2.98755
C -6.70579 -1.08202 3.39812
C -5.97870 0.12802 3.22669
C -4.76373 0.07407 2.54371
C 0.81464 -3.40853 0.05347
C 1.47521 -4.58697 -0.22685
C 2.82767 -4.51336 -0.61213
C 3.40349 -3.27884 -0.86017
C 2.60944 -2.15699 -0.68320
N 1.32655 -2.18415 -0.26539
H -2.39172 -4.53095 0.44474
H -1.42221 -4.94350 -0.92442
H -0.95240 -5.52582 0.65888
H -4.43489 -3.34400 2.32996
H -6.77130 -3.20513 3.06541
H -7.69666 -0.96995 3.86517
H -6.34545 1.12018 3.49895
H -4.35932 1.02175 2.18198
H 0.96491 -5.54259 -0.06801
H 3.41148 -5.40160 -0.86369
H 4.40296 -3.19337 -1.31306
H 3.00115 -1.18865 -0.93532
C 6.90362 -1.06489 4.39188
O 6.64120 0.36306 4.18615
C 5.59891 0.79547 3.46379
C 5.67371 2.19245 3.18738
C 4.83494 2.76015 2.26512
C 3.75250 2.05789 1.71917
C 2.83058 2.75322 0.83043
C 2.89026 4.27075 0.72995
O 1.94472 2.17597 0.15623
C 3.60768 0.58338 2.13361
O 2.68985 -0.19204 1.73785
C 4.56716 0.02015 2.97938
H 7.76403 -1.02823 5.07365
H 7.25604 -1.52266 3.42561
H 6.05499 -1.62536 4.85910
H 6.50182 2.70728 3.64113
H 5.17160 3.69527 1.81824
H 3.44209 4.50560 -0.18390
H 3.34063 4.83809 1.52974
H 1.89927 4.60461 0.55278
H 4.42059 -1.00304 3.34144
O -0.38456 0.58481 -1.38530
Si -0.51460 0.62567 -2.99824
C 0.44222 -0.67877 -3.91207
C -0.12299 -1.95620 -3.93721
C 0.48774 -2.97053 -4.68170
C 1.66857 -2.72934 -5.37054
C 2.21703 -1.47322 -5.36561
C 1.66141 -0.43845 -4.64605
C 0.00919 2.28923 -3.59516
C 0.26650 3.32703 -2.69483
C 0.61330 4.58076 -3.21659
C 0.82091 4.80840 -4.56327
C 0.54013 3.76150 -5.42134
C 0.11478 2.51936 -4.94407
C -2.29393 0.27428 -3.51201
C -3.32313 0.56942 -2.61112
C -4.63733 0.36826 -3.01355
C -4.92213 -0.22388 -4.24906
C -3.86929 -0.50510 -5.15596
C -2.54404 -0.23051 -4.77399
H -1.08188 -2.14204 -3.46093
H 0.04661 -3.95522 -4.65413
H 2.15897 -3.54758 -5.86489
H 3.17051 -1.34912 -5.88712
H 2.16054 0.51408 -4.54164
H 0.32808 3.15250 -1.61391
H 0.76935 5.40784 -2.53910
H 1.08729 5.81871 -4.91668
H 0.61188 3.86294 -6.53494
H -0.08933 1.72045 -5.63371
H -3.03991 0.98002 -1.64588
H -5.49308 0.53810 -2.33749
H -5.96747 -0.38719 -4.50485
H -4.11589 -0.86370 -6.13424
H -1.77518 -0.31158 -5.50180
Se 0.29285 2.47632 3.45932
C -1.01940 2.26394 4.77758
C -0.83103 2.75567 6.07713
C -1.76710 2.45113 7.07895
N -2.86357 1.80518 6.81454
C -3.05882 1.29248 5.55596
C -2.18688 1.50137 4.51783
H 0.05130 3.27613 6.32580
H -1.59505 2.73065 8.13869
H -4.06948 0.86518 5.45763
H -2.39832 1.14295 3.48437
```

## Properties
Highest occupied orbital energy (eV): -0.991
ΔE to the lowest compared entry with this formula, charge and spin (kcal/mol): 21.43
Frontier orbital gap (eV): 4.944
Net charge: -2
Calculated total energy (eV): -143023.2282

***

No. 2
DFT (ωB97M-V with the def2-TZVPD basis set) results for C46H40N6O4SSeSiTl as an isolated structure.

```
100
C46H40N6O4SSeSiTl ωB97M-V with the def2-TZVPD basis set
Tl -0.43083 0.80151 0.86234
O 2.03497 -3.43374 -1.89807
C 1.87307 -2.87872 -0.82655
N 2.65285 -1.80126 -0.50800
C 3.19576 -0.80805 -1.36954
C 3.71684 -0.56935 -2.60930
C 4.11052 0.76749 -2.79531
C 3.96389 1.73932 -1.81284
C 3.40192 1.47310 -0.55065
C 3.03591 0.16721 -0.40017
N 2.40180 -0.78577 0.49043
C 2.84720 -1.05631 1.77721
O 3.12023 -2.16640 2.16360
C 2.88554 0.15022 2.66634
C 3.77637 0.16042 3.72690
C 3.76721 1.25713 4.57239
C 2.86457 2.27814 4.33371
C 2.00676 2.17594 3.24737
N 2.02184 1.13506 2.41815
C 0.97497 -3.45567 0.23375
C 0.80581 -4.83318 0.22797
C 0.03404 -5.40249 1.22782
C -0.55977 -4.57383 2.16340
C -0.37013 -3.20205 2.05730
N 0.39804 -2.65022 1.12197
H 3.81617 -1.32406 -3.37524
H 4.53457 1.05639 -3.74888
H 4.26606 2.75556 -2.02925
H 3.24154 2.26010 0.17361
H 4.43455 -0.68372 3.87680
H 4.44920 1.30920 5.41149
H 2.82084 3.15096 4.97033
H 1.28342 2.95173 3.01971
H 1.28747 -5.42227 -0.53919
H -0.10234 -6.47597 1.27145
H -1.18004 -4.96921 2.95715
H -0.86862 -2.50598 2.72380
C 0.38697 -1.11751 4.49069
Si -1.38566 -0.49931 4.42921
C -2.52747 -1.94044 4.87462
C -1.55002 0.73519 5.85272
N -1.73906 0.08719 2.87689
C -2.99815 0.56214 2.57952
C -3.56897 1.68438 3.22412
C -4.83928 2.14937 2.94308
C -5.62329 1.51972 1.98206
C -5.09164 0.43837 1.30098
C -3.80479 -0.00444 1.56872
O -3.32406 -1.12883 0.89601
C -3.29234 -1.13563 -0.46967
C -3.40740 -0.00004 -1.26425
C -3.34354 -0.12816 -2.64709
C -3.14580 -1.36044 -3.24834
C -3.01422 -2.48602 -2.44312
C -3.09635 -2.37950 -1.06696
H 0.52346 -1.77945 5.35098
H 1.08220 -0.28273 4.60932
H 0.67468 -1.67508 3.59628
H -2.36341 -2.29206 5.89737
H -2.37510 -2.78635 4.19827
H -3.57353 -1.63344 4.78611
H -1.18543 0.29606 6.78672
H -2.58792 1.03780 6.00943
H -0.96316 1.63557 5.65050
H -2.95560 2.19402 3.95642
H -5.21854 3.01554 3.47244
H -6.62436 1.86717 1.76204
H -5.66749 -0.07715 0.54119
H -3.54400 0.97304 -0.81428
H -3.43428 0.76345 -3.25611
H -3.07826 -1.44338 -4.32587
H -2.84369 -3.45762 -2.89084
H -3.00262 -3.24998 -0.43298
O 0.42532 -0.06891 -2.02909
S -0.22381 0.92803 -2.92575
C 0.97694 2.20447 -3.32324
C 1.71571 2.28442 -4.49636
C 2.57869 3.35526 -4.67837
C 2.71147 4.32424 -3.69200
C 1.98485 4.22922 -2.51340
C 1.10593 3.17195 -2.33348
C -0.36178 0.14824 -4.53004
C -1.11379 0.76213 -5.52209
C -1.28713 0.11834 -6.73679
C -0.72038 -1.13484 -6.94394
C 0.01871 -1.74073 -5.93788
C 0.20060 -1.10130 -4.71729
H 1.62354 1.52286 -5.25951
H 3.15526 3.42708 -5.59259
H 3.39108 5.15443 -3.84090
H 2.09736 4.96199 -1.72507
H 0.52841 3.11639 -1.41494
H -1.55992 1.73425 -5.34345
H -1.87050 0.58767 -7.51879
H -0.86404 -1.64006 -7.89087
H 0.45217 -2.72054 -6.09352
H 0.75342 -1.56920 -3.91213
Se -0.17030 4.32776 1.12169
C 1.64273 4.42959 0.96929
N 2.79942 4.49457 0.87235
```

## Properties
Highest occupied orbital energy (eV): -4.573
ΔE to the lowest compared entry with this formula, charge and spin (kcal/mol): 34.23
Frontier orbital gap (eV): 6.799
Net charge: -1
Calculated total energy (eV): -154236.8182